DFT (ωB97M-V/def2-TZVPD) results for a single C6H10 molecule in a non-equilibrium geometry.

Results
- gap between HOMO and LUMO (alpha / beta) (eV) = 8.21 / 5.86
- highest occupied orbital energy (alpha / beta) (eV) = -7.5 / -6.0
- max |F| (eV/A) = 1.6
- electronic energy (Eh) = -234.39824

Last column: Löwdin charge in e.
CARTESIAN COORDINATES (ANGSTROEM)
C 1.840485 -0.459520 0.484344  -0.0630
C 1.120440 0.014936 -0.796225  -0.2674
C -0.329900 0.064103 -0.703402  -0.3070
C -1.072745 1.272366 -0.305859  -0.0638
C -0.923892 0.312648 0.923042  -0.1728
C -1.118915 -0.945756 0.020040  -0.0705
H 2.921475 -0.313782 0.349976  0.0154
H 1.690058 -1.540302 0.637311  0.0206
H 1.272384 -0.718672 -1.616802  0.1328
H 1.512563 0.977701 -1.138204  0.1090
H -2.103651 1.380304 -0.653815  0.1102
H -0.517983 2.210728 -0.280883  0.1119
H -1.623904 0.454072 1.748554  0.1263
H 0.155423 0.280490 1.316357  0.0984
H -2.150473 -1.098054 -0.306806  0.1114
H -0.611596 -1.857763 0.331565  0.1084

Atoms 1-2, force components in eV/Å:
0.60 -0.66 -1.13
-0.12 0.24 0.15